(1)
21
Properties=species:S:1:pos:R:3:forces:R:3 method="wB97M-V/def2-TZVPD" multiplicity=3 s2=2.009 homo_lumo_gap_ev="7.58 / 6.35"
Br 0.556403 -1.492670 -2.929170 0.7 0.0 -0.4
S -1.832562 0.027223 -1.764008 -5.3 -4.7 -3.2
Si -0.133586 0.638126 0.601812 0.0 1.3 2.9
O -1.627259 1.334298 -2.251695 1.1 5.8 -2.3
N -1.136674 -0.220393 -0.452399 2.8 -1.7 4.3
C 1.178131 -0.657592 1.124961 -0.9 -0.6 -0.4
C -1.181026 1.202863 2.133514 0.0 -2.7 -0.6
C 0.518030 2.199584 -0.264851 1.4 0.6 1.5
C 0.420826 -2.812309 -1.539359 -1.2 -1.3 0.1
H 1.523714 -0.716287 0.083735 1.2 -0.3 0.4
H 1.120892 -3.695889 -1.746110 -0.9 1.6 0.6
H -1.955064 0.379559 2.343366 0.8 1.6 -0.2
H 0.036432 2.210885 -1.184374 -0.9 0.0 -1.8
H 0.507366 -2.237176 -0.602468 0.4 -1.0 -0.5
H 1.592983 2.151023 -0.517606 -0.3 0.0 0.3
H 0.306965 3.232719 0.154334 0.2 -1.5 0.1
H -1.503189 2.194993 2.063508 -1.5 1.3 -0.8
H 0.991195 -1.722358 1.503213 -0.4 1.7 -0.6
H -0.659288 -3.153551 -1.596495 1.4 0.2 0.1
H -0.578875 1.344276 3.001124 1.0 -0.7 0.8
H 1.854589 -0.207323 1.838969 0.6 0.2 -0.3


(2)
17
Properties=species:S:1:pos:R:3:forces:R:3 method="wB97M-V/def2-TZVPD" de_lowest_kcal_mol=0.0 multiplicity=2 total_charge=+2 s2=0.750 homo_lumo_gap_ev="6.55 / 9.15"
O -2.090398 -0.099884 2.568673 -1.2 -1.5 0.8
O -1.471516 1.933030 1.982641 -0.5 -1.3 0.1
O -0.814518 0.129506 0.772554 -2.4 -0.8 0.6
O 1.739830 -0.992176 -4.069275 -0.9 -0.1 2.2
C -1.509773 0.721764 1.797094 2.4 2.9 -1.4
C 0.979513 0.371105 -0.806549 -2.6 3.3 -5.0
C 0.680187 -1.086058 -1.786803 0.5 1.1 3.5
C 0.494934 0.466814 0.589681 3.7 -3.9 -1.8
C 1.283282 -1.049065 -3.034377 1.3 0.4 -2.9
Be -1.750129 -1.557827 2.245579 -0.2 -0.4 0.2
Li -2.678380 1.670063 3.572533 0.0 0.3 0.1
H 1.218999 -1.774036 -1.119565 -0.3 -0.8 -0.7
H 2.007955 0.746246 -0.869147 -0.2 -0.6 -0.1
H 0.341195 0.987951 -1.456836 0.5 0.5 -0.1
H 0.764831 1.401964 1.096276 0.7 -0.7 0.0
H 1.205402 -0.619070 0.403374 -1.3 1.7 4.4
H -0.401414 -1.250326 -1.885854 0.3 -0.1 0.1


(3)
129
Properties=species:S:1:pos:R:3:forces:R:3 method="wB97M-V/def2-TZVPD" multiplicity=4 total_charge=-1 s2=3.797 homo_lumo_gap_ev="5.29 / 5.44"
Sb -1.243001 -3.256443 0.400972 0.5 -0.3 0.1
Sb -1.536541 -1.111159 -3.754205 0.0 -0.1 0.0
Co 0.330692 1.048102 -0.691343 0.6 0.5 1.1
Si 3.476498 1.081992 0.757965 0.7 0.4 0.1
O -1.073660 0.412090 0.952677 0.2 0.4 -0.2
O 1.995464 0.786644 0.292459 -1.0 -0.2 -0.5
N -0.935570 2.538789 1.816573 0.2 -0.2 0.1
N -2.655542 1.120447 2.388315 0.0 0.0 0.1
C 3.574043 1.449946 2.640783 0.1 0.0 0.0
C 0.112496 5.850261 -0.193974 0.0 0.0 0.0
C -1.307395 -3.447541 4.784815 0.1 0.0 0.0
C -5.391026 4.721230 1.054132 0.0 0.0 0.0
C 0.273909 -6.051540 0.088273 0.1 0.1 0.1
C -0.663193 -8.062263 -0.841867 0.0 0.0 0.0
C -5.494202 3.225311 -0.811185 0.0 0.1 0.0
C -1.678409 -5.572686 -4.158385 0.0 -0.1 0.1
C 5.007530 4.842302 -1.643505 0.0 0.0 0.0
C 5.930349 4.059640 -0.962909 0.1 0.0 0.0
C -1.291772 5.846167 -0.309204 0.0 0.1 -0.1
C -4.741635 -0.017973 -0.985154 -0.1 0.0 0.2
C 4.159037 2.588155 -0.194774 -0.2 -0.1 0.1
C -1.585601 -5.746516 -5.532016 0.0 0.0 -0.1
C -6.124538 3.850973 0.258051 -0.2 0.0 0.1
C -5.279786 -2.257090 -1.671575 -0.1 0.0 0.0
C 4.587535 -0.387197 0.267566 -0.2 0.0 0.1
C 4.886312 -2.237296 -1.285539 0.0 -0.1 0.0
C -1.283449 3.540675 -1.120923 -0.1 0.1 0.1
C -3.245368 -1.217822 -2.447535 0.3 -0.1 -0.1
C -3.571701 -0.070626 -1.729072 0.1 0.1 0.0
C 0.133137 8.201062 0.332693 0.1 0.1 0.0
C -1.612934 -3.356104 3.434523 -0.1 0.0 0.0
C 0.411809 -7.380994 -0.287302 0.0 0.0 0.0
C 4.175846 -1.133264 -0.840280 -0.1 0.1 0.0
C -2.002373 4.614556 -0.630377 0.1 -0.2 -0.1
C 0.786357 -2.491429 -1.853100 0.1 0.0 0.0
C 0.678157 -3.725350 2.867624 0.1 0.0 0.0
C 3.236906 0.182632 3.431721 0.0 -0.1 -0.2
C 0.198903 -1.176464 -2.409935 -0.2 -0.1 0.2
C 3.663904 4.496097 -1.618662 0.0 0.1 0.0
C 0.988064 -3.850039 4.215707 0.1 0.0 0.0
C 6.484202 -1.894812 0.464132 0.1 -0.1 0.0
C 0.805922 7.003905 0.120590 0.0 0.1 0.0
C -1.247887 8.229912 0.185436 0.0 0.0 0.0
C -0.000379 -3.699984 5.177116 -0.1 0.0 0.0
C -4.059244 4.980389 0.774877 -0.1 0.0 0.0
C -4.123271 -2.297968 -2.437464 0.0 0.0 0.0
C -1.458815 -3.364136 -5.811103 0.0 0.0 0.0
C -0.602596 2.526560 -1.365078 0.0 -0.1 0.0
C -0.628494 -3.482262 2.458554 -0.1 0.1 -0.1
C 2.523910 2.518690 2.957098 0.0 0.0 -0.2
C -1.655268 -4.295337 -3.614910 0.0 -0.1 0.0
C -3.231931 2.079974 3.303552 0.0 0.1 -0.1
C -3.413547 4.389363 -0.327391 0.2 0.0 0.1
C -1.475274 -4.638955 -6.360565 0.0 -0.1 0.0
C -4.164749 3.479690 -1.092672 -0.1 0.0 0.0
C -1.947017 7.081584 -0.142142 0.1 -0.1 0.0
C 3.252300 3.379475 -0.905053 0.0 -0.1 0.1
C -1.545273 -3.174000 -4.433179 0.0 0.4 0.1
C 0.722532 -2.712778 -0.336292 -0.3 0.3 -0.2
C 6.048767 -2.624535 -0.632240 0.0 0.0 0.0
C 4.938899 1.992511 3.083165 0.0 0.0 -0.1
C 5.506274 2.949454 -0.245947 0.0 -0.1 0.0
C -0.929732 -5.372888 -0.082513 -0.2 0.2 -0.1
C -5.587614 -1.117954 -0.939670 0.0 0.0 -0.1
C -1.998618 -6.074012 -0.638735 0.0 0.0 0.1
C -1.529693 1.331284 1.670245 -0.2 -0.4 -0.3
C -1.871664 -7.404980 -1.017079 0.0 -0.1 0.1
C 5.756014 -0.798720 0.909067 0.1 0.0 0.0
H -2.083677 -3.322033 5.530549 0.0 0.0 0.0
H -2.715697 -7.930424 -1.449704 0.0 0.0 0.0
H 6.242331 2.348044 0.279840 0.0 0.0 0.0
H 2.202726 3.103360 -0.903237 0.0 0.1 0.0
H 1.122885 -5.545574 0.533095 0.0 0.0 0.0
H 1.378534 -3.547436 -0.085980 0.0 0.1 0.0
H -2.449596 2.502144 3.936854 0.0 0.0 0.1
H 0.679020 9.100675 0.588577 0.0 0.0 0.0
H 1.846000 -2.487640 -2.130053 0.0 -0.1 0.0
H -7.169849 3.664645 0.471454 0.0 0.0 0.0
H 6.118867 -0.262116 1.777094 0.0 0.0 0.0
H -5.952484 -3.106954 -1.663901 0.0 0.0 0.0
H -5.859052 5.196958 1.908815 0.0 0.0 0.0
H -2.641320 -3.194309 3.129387 0.0 0.1 0.1
H -0.207532 2.699556 1.133653 0.0 0.2 -0.1
H -1.404178 -4.766542 -7.433967 0.0 0.0 0.0
H -3.953409 1.572641 3.940047 0.0 0.0 0.0
H -3.676049 2.983042 -1.921855 0.0 0.1 0.0
H 6.982637 4.318721 -0.994754 0.0 0.0 0.0
H 0.951382 -0.682690 -3.024584 0.0 0.1 0.0
H -1.502016 3.347591 2.017714 -0.1 0.0 -0.1
H 4.532468 -2.800962 -2.141484 0.0 0.0 0.0
H -3.014777 7.132044 -0.306543 0.0 0.0 0.1
H 5.725193 1.238942 3.009770 0.0 0.1 0.0
H -1.737123 -4.186596 -2.539853 0.0 0.0 0.0
H 5.337441 5.712757 -2.198168 0.0 0.0 0.0
H -6.052004 2.536167 -1.434510 0.0 0.0 0.0
H 5.232082 2.851810 2.475652 0.0 0.0 0.1
H 0.354125 -3.363424 -2.350646 0.0 0.1 -0.1
H -0.026279 -0.443567 -1.602318 -0.3 -1.0 -0.4
H -6.502666 -1.076403 -0.360282 0.0 0.0 0.0
H -1.597344 -6.742441 -5.957585 0.0 0.0 0.0
H 1.886262 6.971495 0.203598 0.0 0.0 0.0
H -0.556314 -9.099326 -1.136109 0.0 0.0 0.0
H 4.894953 2.319650 4.128823 0.0 0.0 0.0
H 0.246566 -3.778692 6.228717 0.0 0.0 0.0
H 0.653587 4.926558 -0.361373 0.0 0.0 0.0
H -3.913652 -3.175822 -3.035478 0.0 0.0 0.0
H 2.007722 -4.058422 4.517114 0.0 0.1 0.0
H 7.394232 -2.185847 0.976356 0.0 0.0 0.0
H 1.361124 -7.885157 -0.148488 0.0 0.0 0.0
H 2.719216 3.437607 2.394407 -0.1 0.0 0.0
H -1.771278 -6.430757 -3.502885 0.0 0.0 0.0
H 1.073824 -1.829031 0.202694 0.0 0.0 0.0
H -3.498743 5.632997 1.432037 0.0 0.1 0.0
H -2.951234 -5.568275 -0.772505 0.0 0.0 -0.1
H 2.936176 5.096016 -2.152365 0.0 0.0 0.0
H 6.607104 -3.489068 -0.970213 0.0 0.0 0.0
H 1.474817 -3.806603 2.137017 0.0 0.0 0.0
H 2.533712 2.763634 4.025628 0.0 0.0 0.0
H -3.122024 0.250275 2.207094 0.0 0.0 -0.1
H -2.918881 0.797863 -1.753008 0.0 0.0 0.1
H -5.005436 0.895082 -0.464408 0.1 -0.2 0.1
H -1.386048 -2.500488 -6.463878 0.0 0.0 0.0
H 3.212183 0.387468 4.508884 0.0 0.0 0.0
H 3.972493 -0.607411 3.253160 0.0 0.0 0.0
H 3.269504 -0.833167 -1.357143 0.0 0.0 0.0
H 2.257375 -0.202812 3.137424 0.0 0.0 0.0
H -1.783310 9.163009 0.320331 0.0 0.0 0.0
H -3.740105 2.897624 2.780716 0.0 0.0 0.0
H 1.528525 2.164869 2.696955 -0.1 0.0 0.0


(4)
79
Properties=species:S:1:pos:R:3:forces:R:3 method="wB97M-V/def2-TZVPD" de_lowest_kcal_mol=11.5 multiplicity=3 total_charge=+2 s2=2.027 homo_lumo_gap_ev="6.59 / 6.18"
W -14.269544 -2.775543 -12.673828 0.8 -1.0 -0.3
S -9.066729 -8.300308 -17.945470 -0.8 -0.7 1.7
O -9.660211 -7.847954 -19.175616 -1.1 0.3 -1.7
O -15.774034 -0.284765 -12.376030 -0.2 0.0 0.0
O -20.460118 -0.496326 -9.891613 0.0 -0.3 -0.4
O -14.664098 -1.794649 -11.016275 0.3 0.1 -0.2
O -21.151519 -2.527089 -9.455126 0.4 1.3 -0.9
O -9.885027 -9.448873 -17.474148 1.2 0.9 -0.5
O -15.718007 -4.028720 -12.171906 0.5 0.2 0.1
O -17.407183 -5.839020 -12.727999 -0.1 -0.3 -0.1
O -7.665597 -8.486058 -18.160667 0.2 -0.2 0.8
O -18.685014 -6.466123 -11.106149 0.3 0.6 0.0
N -10.557494 -3.956132 -14.242030 -0.4 0.7 0.1
N -13.507114 -4.650168 -13.744419 -0.8 -0.4 0.0
N -12.279033 -1.966456 -12.103882 2.4 1.5 -0.6
N -20.380605 -1.697017 -9.944414 0.4 -1.7 1.4
N -15.722950 -1.475813 -11.937480 0.2 -0.1 0.2
N -18.016271 -5.644501 -11.686970 -0.2 -0.2 0.3
N -13.530669 -1.317285 -14.157988 1.3 1.2 -0.7
N -12.997757 -4.207343 -11.389687 -2.3 -1.2 -0.7
N -15.529497 -2.867173 -14.550371 -0.6 -0.6 0.2
C -12.101731 0.689459 -14.705008 -1.5 -0.1 -0.1
C -15.345797 -4.172887 -15.333030 -0.1 0.1 1.2
C -10.291778 -1.970138 -10.750948 1.4 1.3 -0.2
C -9.758327 -6.218803 -14.574106 0.8 0.3 -0.1
C -10.095511 -4.978249 -15.126696 -1.5 0.1 1.1
C -16.905402 -2.156928 -11.411202 -0.9 0.4 0.3
C -10.292812 -4.800906 -16.470455 0.1 0.4 0.3
C -11.460359 -2.485523 -11.145908 -3.0 -2.6 -0.3
C -11.752874 -0.891994 -12.750585 -0.1 0.5 0.4
C -13.519460 -5.605630 -11.441997 1.4 0.0 -0.9
C -11.068863 -4.659228 -9.883324 -1.0 -0.4 1.1
C -11.959353 -3.899492 -10.772916 1.6 2.6 0.4
C -9.945599 -5.847733 -17.283327 -0.6 0.9 -1.2
C -9.465983 -6.992654 -16.769796 1.5 -2.6 0.4
C -9.328348 -7.235191 -15.395887 -0.1 1.1 -0.6
C -19.109394 -2.325043 -10.479825 0.6 2.1 -0.2
C -13.830585 -5.929035 -12.973964 1.3 1.1 1.3
C -18.027063 -1.519659 -10.840934 0.8 -0.1 -0.8
C -15.567866 -1.622751 -15.355577 1.0 0.5 -0.2
C -9.823354 -0.809314 -11.377549 -1.3 -0.6 0.3
C -16.819017 -3.530973 -11.594925 0.0 1.1 0.2
C -10.536973 -0.234762 -12.378290 -1.3 0.0 -0.6
C -19.041834 -3.669924 -10.637499 -2.1 -1.4 0.7
C -14.160555 -1.037557 -15.465665 -0.2 0.5 -0.1
C -12.532434 -0.497748 -13.920700 0.1 -1.0 0.9
C -17.925085 -4.240417 -11.180781 -0.2 -1.9 -0.8
C -13.943507 -4.799134 -15.136162 -0.1 0.8 -1.6
H -19.966477 -4.247510 -10.344519 1.3 0.4 -0.5
H -10.204256 0.738054 -12.795376 -0.4 -1.1 0.1
H -16.509830 -2.920620 -14.245862 0.5 -0.2 0.3
H -8.829986 -8.081055 -14.963592 -0.2 -0.6 -0.2
H -12.840293 1.471769 -14.508009 -0.3 0.1 -0.1
H -13.163355 -4.255963 -15.774542 -1.1 -0.9 0.6
H -16.151866 -4.828890 -14.977872 0.4 -0.1 0.1
H -8.968684 -0.336079 -11.043397 1.8 0.7 0.7
H -14.865135 -6.172704 -13.193261 -0.1 0.0 0.3
H -18.004242 -0.435654 -10.762132 -0.3 -0.2 0.1
H -10.100045 -4.652704 -10.361255 0.4 -0.5 0.2
H -11.009290 -4.091726 -8.927665 0.2 -0.3 -0.6
H -16.109919 -0.938502 -14.705822 -0.4 0.2 -0.4
H -9.890286 -3.720301 -13.530498 0.4 -0.2 0.4
H -12.107343 0.508718 -15.766548 0.2 0.0 -0.4
H -13.974451 -5.883210 -15.401813 0.1 0.9 -0.1
H -10.075048 -5.772901 -18.341359 0.0 0.1 -0.5
H -13.150770 -6.761592 -13.252942 -0.5 0.6 -0.3
H -11.478961 -5.649534 -9.613702 0.6 0.4 -0.3
H -15.625175 -3.909457 -16.327722 0.3 -0.2 -1.0
H -9.673901 -2.383543 -9.986371 0.0 -0.5 0.4
H -16.009372 -1.790034 -16.347941 -0.2 0.1 0.5
H -10.744145 -3.075433 -14.722644 0.2 -0.3 -0.2
H -11.191779 1.130582 -14.394427 0.9 0.0 0.2
H -12.710048 -6.291342 -11.089558 -0.9 0.5 -0.2
H -14.345475 -5.626639 -10.769952 -0.8 -0.4 0.2
H -10.725370 -3.866302 -16.832603 0.3 -0.2 -0.1
H -14.166599 0.083546 -15.575443 -0.6 -1.2 -0.2
H -12.512109 -4.461190 -13.834782 0.7 -0.4 0.6
H -9.723044 -6.364986 -13.506864 0.0 0.2 0.3
H -13.509426 -1.416051 -16.307174 -0.7 0.0 0.9


Number 1: E -3551.14746 Ha. Number 2: E -516.65344 Ha. Number 3: E -4735.74349 Ha. Number 4: E -2757.08134 Ha.